[1]
C30H22IN8O4Ru as an isolated structure at a distorted geometry. Source: the OMol25 dataset; level of theory: ωB97M-V with the def2-TZVPD basis set.

Each line ends with the Löwdin spin population.
Positions of all 66 atoms, in Å:
Ru1 0.58516 -1.10005 -1.10897  3.148
C1 -3.92788 -0.17980 -2.08000  0.001
C2 -3.09791 -1.20344 -1.43674  0.008
N1 -2.10939 -0.86875 -0.61004  0.038
C3 -2.07941 0.42016 -0.21571  0.007
C4 -2.99523 1.32311 -0.69831  0.001
N2 -3.85096 1.10849 -1.65834  0.005
C5 -1.01037 0.81887 0.68620  0.035
C6 -1.17231 1.85016 1.54118  0.074
C7 -0.06448 2.34919 2.22507  0.062
C8 1.14421 1.72983 2.13359  0.026
C9 1.21645 0.55932 1.35212  0.122
N3 0.19540 0.15682 0.56008  0.205
C10 2.45880 -0.13134 1.17128  0.127
C11 3.76023 0.18717 1.81827  0.021
N4 4.87132 -0.45832 1.65825  0.060
C12 4.74996 -1.57498 0.83608  0.150
C13 3.60425 -1.84595 0.11738  0.032
N5 2.44849 -1.19417 0.28536  0.306
C14 -0.12733 3.68805 2.94230  0.003
C15 0.84625 4.14607 3.85101  0.008
C16 0.80225 5.47486 4.26349  -0.001
N6 -0.11064 6.37127 3.86864  0.009
C17 -1.02423 5.91720 3.03226  -0.001
C18 -1.07252 4.61827 2.54692  0.009
H1 -4.69267 -0.44881 -2.77865  0.000
H2 -3.27728 -2.20886 -1.77576  0.001
H3 -2.86782 2.28859 -0.33087  0.000
H4 -2.12588 2.24096 1.58611  0.006
H5 2.04331 2.23398 2.53663  0.000
H6 3.70851 1.17719 2.29871  -0.001
H7 5.66810 -2.17625 0.55977  0.008
H8 3.56842 -2.65380 -0.60601  0.000
H9 1.58690 3.51094 4.29758  0.000
H10 1.50445 5.82520 5.02552  0.000
H11 -1.88865 6.62072 2.93598  0.000
H12 -1.82592 4.36311 1.85508  0.001
O1 -1.91427 -6.68615 -0.10395  0.001
C19 -1.29045 -6.30829 0.99094  0.000
O2 -1.33589 -6.90861 2.01756  0.001
C20 -0.54254 -5.00270 0.86752  0.002
C21 0.21799 -4.49749 1.89652  0.005
N7 0.67737 -3.34710 1.50797  0.004
N8 0.28292 -3.01773 0.24824  0.045
C22 -0.45148 -3.98571 -0.12411  0.005
C23 -0.97721 -3.86680 -1.55791  0.009
O3 -1.68249 -4.76270 -2.03553  0.013
O4 -0.66731 -2.79336 -2.19295  0.143
H13 -1.81454 -5.96498 -0.76134  0.000
H14 0.30242 -4.78278 2.88646  0.000
H15 1.33567 -2.67952 1.95435  0.001
C24 -0.96621 2.50347 -4.00548  0.031
C25 -0.25459 2.83698 -2.86560  -0.005
C26 0.25003 1.79180 -2.05759  0.039
C27 0.06262 0.46178 -2.34418  0.016
C28 -0.66180 0.16051 -3.53945  0.042
C29 -1.18019 1.18602 -4.31682  -0.001
H16 -1.35619 3.17593 -4.74616  0.002
H17 -0.13998 3.88558 -2.54707  -0.001
H18 0.77718 2.08165 -1.15516  0.002
H19 -0.80150 -0.89037 -3.80945  0.003
H20 -1.71562 0.97024 -5.27209  0.000
I1 3.35775 -0.41600 -3.18990  0.045
C30 1.80379 -1.68061 -2.66943  0.094
H21 2.15163 -2.68828 -2.28674  0.015
H22 1.09130 -1.70978 -3.47410  0.018

Forces on atoms 1 to 6 (eV/Å):
Ru -0.11 -0.53 0.02
C 1.55 -0.23 2.87
C -1.11 2.33 -1.70
N -0.58 0.09 -0.03
C -0.47 -1.83 -0.48
C 0.98 -0.09 0.14

Computed properties:
- Net charge: 0
- Calculated total energy: -62256.20849 eV
- Energy relative to the best compared isomer or geometry (same formula, charge and spin): 43.4 kcal/mol
- Highest occupied orbital energy (alpha / beta): -6.45 / -9.27 eV
- Orbital gap (alpha / beta): 5.44 / 6.71 eV
- Multiplicity: 6

[2]
C30H22LuN5O2S2 as an isolated structure at a distorted geometry. Source: the OMol25 dataset; level of theory: ωB97M-V with the def2-TZVPD basis set.

Each line ends with the Mulliken charge.
Positions of all 62 atoms, in Å:
Lu1 -0.48584 0.16682 0.19754  1.095
C1 -5.24909 0.65841 0.79565  -1.113
C2 -3.93854 0.14989 0.62401  0.319
N1 -2.84648 0.85491 0.48535  -0.416
C3 -3.00936 2.30165 0.53426  0.132
C4 -4.33096 2.87798 0.62363  0.665
C5 -5.43518 2.02220 0.78007  -0.408
C6 -4.42283 4.29748 0.67850  -0.761
C7 -3.34194 5.08078 0.71212  -0.794
C8 -2.05222 4.50583 0.67348  -0.960
C9 -1.85720 3.13096 0.41295  0.184
N2 -0.66770 2.45227 0.28254  -0.325
C10 0.45810 3.15259 -0.06995  0.355
C11 0.58538 4.39313 -0.64653  -0.801
C12 1.81833 4.97568 -0.86441  -0.859
C13 2.98441 4.27064 -0.51943  -1.008
C14 2.91734 2.97696 0.00477  1.302
C15 4.09148 2.18591 0.31839  -0.905
C16 3.91581 0.91907 0.78365  -0.692
C17 2.62251 0.39544 1.00182  0.149
N3 1.53314 1.14262 0.81194  -0.345
C18 1.67450 2.42793 0.31564  0.118
H1 -6.06234 -0.02196 0.96601  0.425
H2 -3.85844 -0.93548 0.55292  0.344
H3 -6.42939 2.46250 0.89323  0.399
H4 -5.43389 4.69600 0.64135  0.324
H5 -3.48512 6.17929 0.64822  0.323
H6 -1.16287 5.11049 0.67538  0.868
H7 -0.27770 4.90458 -1.06400  0.786
H8 1.92415 6.00076 -1.23027  0.377
H9 3.91562 4.74411 -0.68859  0.439
H10 5.08022 2.63421 0.19361  0.435
H11 4.75170 0.23196 1.05257  0.390
H12 2.56265 -0.66310 1.33245  0.354
C19 -2.29605 -5.96681 0.77525  -1.241
C20 -2.16711 -4.47314 0.47197  0.923
C21 -2.70407 -3.84863 -0.67471  -0.847
C22 -2.30801 -2.55719 -0.89679  -0.461
N4 -1.50704 -1.92000 -0.01086  0.662
C23 -1.15133 -2.53062 1.13215  0.555
S1 -0.18162 -1.59294 2.12681  -0.533
N5 -1.43938 -3.85589 1.42940  -0.628
H13 -2.88359 -6.14537 1.57951  0.331
H14 -1.26079 -6.32575 0.95352  0.297
H15 -2.71426 -6.46563 -0.07803  0.381
H16 -3.42064 -4.38387 -1.32180  0.347
H17 -2.67381 -1.95686 -1.77628  0.335
O1 5.12113 -5.01293 -0.08371  -0.492
C24 5.23707 -3.67368 -0.32827  0.691
O2 6.28772 -3.10370 -0.16237  -0.547
C25 4.02781 -2.98980 -0.85215  0.408
C26 2.71647 -3.38753 -0.65120  -0.787
C27 1.60337 -2.56489 -0.99670  -0.269
C28 1.75091 -1.27395 -1.60333  0.116
S2 0.40412 -0.27659 -2.16892  -0.449
C29 3.08660 -0.89880 -1.81780  -0.393
C30 4.15260 -1.70234 -1.44807  -0.672
H18 4.35179 -5.34399 -0.57618  0.335
H19 2.39852 -4.28736 -0.18033  0.384
H20 0.59694 -2.86728 -0.78649  0.424
H21 3.29194 0.05794 -2.34402  0.396
H22 5.19244 -1.33490 -1.61952  0.338

Forces on atoms 1 to 6 (eV/Å):
Lu -0.54 0.80 0.11
C 0.47 1.00 0.03
C -0.55 -0.56 -0.14
N -0.05 2.83 0.02
C -1.52 -1.86 -0.46
C 2.05 0.03 0.45

Computed properties:
- Net charge: 0
- Calculated total energy: -98308.74777 eV
- Energy relative to the best compared isomer or geometry (same formula, charge and spin): 0.0 kcal/mol
- Highest occupied orbital energy: -7.20 eV
- Orbital gap: 6.70 eV
- Multiplicity: 1

[3]
C30H23CoF6N2O5PS as an isolated structure at a distorted geometry. Source: the OMol25 dataset; level of theory: ωB97M-V with the def2-TZVPD basis set.

Each line ends with the Löwdin spin population.
Positions of all 69 atoms, in Å:
Co1 13.64494 9.06516 8.26922  2.966
O1 14.76214 8.03748 10.92271  0.016
N1 14.27721 9.22100 10.27777  0.092
C1 13.82491 10.04502 11.19102  0.019
C2 13.64879 11.43612 11.00471  0.001
C3 13.22801 12.25643 12.07559  0.003
C4 13.05861 13.63341 11.93938  0.000
C5 13.36529 14.23037 10.77030  0.005
C6 13.86742 13.46668 9.66043  0.009
C7 13.88356 12.08944 9.73210  0.028
P1 14.28554 11.30104 8.16189  0.207
C8 13.29604 11.79668 6.82293  0.019
C9 13.56371 11.40837 5.52365  0.025
C10 12.65688 11.60762 4.45435  -0.005
C11 11.52314 12.44509 4.60755  0.031
C12 11.25604 12.83588 5.93655  -0.001
C13 12.01140 12.40511 7.04747  0.022
C14 15.93679 11.69246 7.69314  0.035
C15 16.11206 13.05321 7.21970  0.012
C16 17.40945 13.56662 7.24547  0.002
C17 18.51982 12.74528 7.32230  0.003
C18 18.33542 11.35194 7.49291  0.000
C19 17.03191 10.82272 7.73868  0.003
H1 15.04106 7.54411 10.10930  0.001
H2 13.56505 9.63588 12.16744  0.003
H3 13.04143 11.70133 12.99030  0.000
H4 12.69483 14.22456 12.83698  0.000
H5 13.25617 15.30233 10.59799  0.001
H6 14.14974 13.96506 8.74394  0.000
H7 14.53719 10.98356 5.31490  0.001
H8 12.97845 11.21115 3.56309  -0.001
H9 10.83755 12.84709 3.83906  0.001
H10 10.36389 13.49339 6.03930  -0.001
H11 11.63286 12.50667 8.07991  0.001
H12 15.21311 13.70582 7.09596  0.000
H13 17.59736 14.62193 7.23016  0.000
H14 19.52073 13.12894 7.30469  0.000
H15 19.12745 10.61880 7.44218  0.000
H16 16.79618 9.79712 8.07599  0.000
C20 14.30747 6.20937 6.51539  0.006
C21 15.46394 6.88932 7.24048  0.023
O2 15.12525 7.95205 8.09028  0.226
C22 16.47374 7.41893 6.10857  0.005
F1 16.86735 6.33909 5.35220  0.002
F2 15.82474 8.28653 5.33445  0.000
F3 17.53858 8.07668 6.59871  0.000
C23 16.17370 5.86100 8.12433  0.005
F4 17.26045 6.50871 8.61198  0.001
F5 16.73482 4.73500 7.43825  0.002
F6 15.42113 5.39231 9.11396  0.000
H17 13.73950 6.86960 5.85638  0.001
H18 13.59698 5.66683 7.17662  0.000
H19 14.71027 5.37956 5.85735  0.000
O3 11.24858 10.59744 9.73620  0.025
C24 10.84636 9.93684 8.77565  0.017
N2 11.74038 9.19066 7.97194  0.147
S1 10.79855 8.43831 6.67108  0.015
O4 11.02962 9.00199 5.35257  0.004
O5 10.91454 7.00952 6.89892  0.008
C25 9.24197 9.11384 7.13241  0.006
C26 7.96394 8.87894 6.62900  0.000
C27 6.89733 9.43384 7.34504  0.003
C28 7.05422 10.21936 8.46434  0.001
C29 8.30319 10.41249 8.95294  0.002
C30 9.44436 9.83348 8.29484  0.004
H20 7.84397 8.19103 5.80219  0.000
H21 5.93577 9.27076 6.90499  0.000
H22 6.14013 10.41667 9.07241  0.000
H23 8.52878 11.03075 9.92028  0.000

Forces on atoms 1 to 6 (eV/Å):
Co 0.56 -1.13 0.68
O -0.70 0.53 -2.15
N -0.19 0.14 2.44
C 0.20 -1.80 -0.76
C -0.75 2.74 -1.43
C 0.52 -1.73 -0.79

Computed properties:
- Net charge: +1
- Calculated total energy: -118747.17968 eV
- Energy relative to the best compared isomer or geometry (same formula, charge and spin): 20.4 kcal/mol
- Highest occupied orbital energy (alpha / beta): -11.83 / -12.17 eV
- Orbital gap (alpha / beta): 7.82 / 6.28 eV
- Multiplicity: 5

[4]
C30H23F3N4O2PdSTe as an isolated structure. Source: the OMol25 dataset; level of theory: ωB97M-V with the def2-TZVPD basis set.

Each line ends with the Mulliken charge.
Positions of all 65 atoms, in Å:
Pd1 0.77084 1.55376 0.80792  0.255
F1 -1.37538 5.18720 -1.00286  -0.227
C1 -1.58037 5.83316 0.15691  0.738
F2 -1.88403 7.09964 -0.13823  -0.285
F3 -2.65779 5.28268 0.73946  -0.222
C2 -0.36789 5.75114 1.05300  0.021
C3 0.33901 6.89840 1.36915  -0.215
C4 1.46934 6.81028 2.16721  -0.683
C5 1.84588 5.56137 2.61830  -0.580
N1 1.16704 4.44989 2.32940  -0.192
C6 0.08030 4.52842 1.56256  0.365
S1 -0.81245 3.02062 1.27919  -0.151
H1 0.00588 7.85307 0.98647  0.524
H2 2.04255 7.68730 2.42861  0.439
H3 2.72378 5.43214 3.24089  0.447
C7 5.74595 -7.90282 -6.01830  -0.837
O1 5.30827 -6.52754 -6.15536  -0.344
C8 5.49738 -5.66364 -5.21050  0.882
C9 6.12204 -5.96402 -3.97019  -0.345
C10 6.28222 -4.96678 -3.06378  -0.367
C11 5.81988 -3.64049 -3.33935  0.397
C12 5.19842 -3.35228 -4.60414  -0.241
C13 5.03909 -4.33877 -5.50858  -0.921
N2 6.01649 -2.75466 -2.38189  -0.623
N3 5.80011 -1.51804 -2.55400  -0.145
C14 5.07154 -0.62587 -2.00278  0.461
C15 5.40778 0.76327 -2.31325  -0.509
C16 4.65225 1.77781 -1.89806  -0.868
C17 3.42775 1.56322 -1.11064  0.519
O2 2.68193 2.47103 -0.83244  -0.455
C18 3.14004 0.14998 -0.66899  0.353
N4 2.11262 -0.02175 0.16941  -0.635
C19 1.82470 -1.25886 0.58591  -0.209
C20 2.54772 -2.37047 0.18629  -1.195
C21 3.60814 -2.19886 -0.68114  0.014
C22 3.92063 -0.91532 -1.12060  0.894
H4 5.46666 -8.37797 -6.95067  0.245
H5 5.22742 -8.37072 -5.18385  0.376
H6 6.82555 -7.93288 -5.88594  0.384
H7 6.47392 -6.96191 -3.75820  0.474
H8 6.76509 -5.14520 -2.11161  0.491
H9 4.88511 -2.34053 -4.82567  0.458
H10 4.59243 -4.17026 -6.47862  0.468
H11 6.29578 0.91839 -2.91183  0.495
H12 4.88572 2.80668 -2.13770  0.453
H13 0.98500 -1.35391 1.26130  0.542
H14 2.27444 -3.34946 0.55245  0.454
H15 4.18539 -3.05458 -1.00063  0.512
C23 -0.02792 2.45994 4.53966  -0.899
Te1 1.47167 1.80051 3.18125  0.367
C24 0.93942 -0.12320 3.97492  -1.028
C25 0.57552 0.20143 5.40307  0.657
C26 0.69750 -0.72667 6.43016  -0.751
C27 0.33426 -0.38259 7.72228  -0.582
C28 -0.14430 0.89258 7.99555  -0.592
C29 -0.25796 1.82608 6.97807  -0.784
C30 0.09748 1.48318 5.67887  0.434
H16 -0.98968 2.42301 4.03254  0.524
H17 0.19739 3.48781 4.81311  0.566
H18 1.78241 -0.80937 3.90507  0.570
H19 0.09230 -0.52507 3.41635  0.403
H20 1.07725 -1.71902 6.22000  0.426
H21 0.43141 -1.10675 8.51958  0.406
H22 -0.42073 1.16247 9.00560  0.408
H23 -0.62358 2.82230 7.19300  0.460

Forces on atoms 1 to 6 (eV/Å):
Pd 0.00 0.10 -0.13
F 0.00 0.00 0.01
C 0.00 -0.01 0.01
F 0.00 0.01 0.00
F 0.00 0.00 -0.01
C 0.01 0.01 -0.01

Computed properties:
- Net charge: +2
- Calculated total energy: -71283.73338 eV
- Energy relative to the best compared isomer or geometry (same formula, charge and spin): 2.8 kcal/mol
- Highest occupied orbital energy (alpha / beta): -12.66 / -12.66 eV
- Orbital gap (alpha / beta): 4.81 / 4.81 eV
- Multiplicity: 1

Which of these has the highest calculated total energy? C30H22IN8O4Ru